#i
C2H5NO2 in the gas phase, computed with ωB97M-V/def2-TZVPD.

CARTESIAN COORDINATES (ANGSTROEM)
C (-1.317, 0.489, -0.850)
O (-0.114, 1.347, -0.101)
N (0.489, 0.090, -0.086)
C (1.161, -0.222, 0.945)
O (1.713, -1.440, 1.084)
H (-1.046, 0.541, -1.907)
H (-1.669, -0.495, -0.542)
H (-2.102, 1.201, -0.605)
H (1.413, 0.471, 1.742)
H (1.472, -1.982, 0.320)

HOMO-LUMO gap: 0.3692 Ha
E_HOMO: -9.14 eV
net charge: 0
lowest unoccupied orbital energy: 0.901 eV

#ii
C2H5NO2 in the gas phase, computed with ωB97M-V/def2-TZVPD.

CARTESIAN COORDINATES (ANGSTROEM)
N (-0.417, -1.096, -0.981)
C (0.640, -0.242, -0.446)
C (0.218, 0.608, 0.726)
O (0.716, 0.584, 1.817)
O (-0.811, 1.408, 0.398)
H (-0.371, -2.033, -0.594)
H (-1.331, -0.714, -0.789)
H (1.015, 0.442, -1.217)
H (1.482, -0.830, -0.102)
H (-1.140, 1.874, 1.187)

HOMO-LUMO gap: 0.3751 Ha
E_HOMO: -9.52 eV
net charge: 0
lowest unoccupied orbital energy: 0.684 eV

#iii
C2H5NO2 in the gas phase, computed with ωB97M-V/def2-TZVPD.

CARTESIAN COORDINATES (ANGSTROEM)
C (0.362, 0.390, 1.092)
N (0.554, 0.334, -0.313)
C (-0.391, -0.233, -1.197)
O (-0.267, -0.073, -2.392)
O (-1.168, -1.127, -0.696)
H (0.133, 1.446, 1.331)
H (-0.615, -0.023, 1.346)
H (1.123, 0.002, 1.579)
H (1.218, 0.949, -0.780)
H (-0.949, -1.666, 0.032)

HOMO-LUMO gap: 0.3757 Ha
E_HOMO: -9.71 eV
net charge: 0
lowest unoccupied orbital energy: 0.512 eV

The data favor #ii; the next most stable structure lies 60.2 kJ/mol above it.

#i
2 unconnected molecules or ions with the total composition C2H5NO2, computed with ωB97M-V/def2-TZVPD.

CARTESIAN COORDINATES (ANGSTROEM)
O (1.039, 1.345, 0.553)
C (1.282, 1.158, -0.603)
O (1.305, -0.020, -1.227)
H (1.518, 1.954, -1.319)
H (0.771, -0.671, -0.729)
C (-2.238, -1.552, 0.874)
N (-1.321, -0.827, 0.395)
H (-2.495, -2.511, 0.456)
H (-2.813, -1.199, 1.742)
H (-1.202, 0.016, 0.947)

HOMO-LUMO gap: 0.4249 Ha
E_HOMO: -10.60 eV
net charge: 0
lowest unoccupied orbital energy: 0.965 eV

#ii
C2H5NO2 in the gas phase, computed with ωB97M-V/def2-TZVPD.

CARTESIAN COORDINATES (ANGSTROEM)
N (1.449, 1.175, -0.095)
C (0.827, -0.081, -0.442)
C (-0.648, -0.378, -0.042)
O (-1.407, -0.937, -0.807)
O (-0.773, -0.018, 1.296)
H (2.037, 1.336, -0.923)
H (2.110, 1.103, 0.714)
H (1.010, -0.144, -1.534)
H (1.286, -0.880, -0.003)
H (-0.218, 0.752, 1.399)

HOMO-LUMO gap: 0.3859 Ha
E_HOMO: -9.93 eV
net charge: 0
lowest unoccupied orbital energy: 0.568 eV

The data favor #ii; the next most stable structure lies 5.4 kJ/mol above it.

#i
2 unconnected molecules or ions with the total composition C2H5NO2, computed with ωB97M-V/def2-TZVPD.

CARTESIAN COORDINATES (ANGSTROEM)
O (0.311, -1.460, -0.834)
C (-0.263, -1.248, 0.216)
O (0.385, -1.233, 1.390)
H (-1.357, -1.379, 0.310)
H (-0.210, -1.278, 2.147)
C (0.298, 1.409, -0.249)
N (-0.449, 1.177, -1.259)
H (1.384, 1.284, -0.239)
H (-0.127, 1.981, 0.570)
H (0.028, 0.747, -2.052)

HOMO-LUMO gap: 0.3879 Ha
E_HOMO: -10.03 eV
net charge: 0
lowest unoccupied orbital energy: 0.523 eV

#ii
A molecular structure, C2H5NO2, computed with ωB97M-V/def2-TZVPD.

CARTESIAN COORDINATES (ANGSTROEM)
C (0.549, -0.763, 0.913)
C (-0.491, 1.331, -0.265)
H (1.736, -1.434, 0.908)
H (-0.531, -1.694, 0.835)
H (0.426, -0.198, 1.856)
H (-0.809, -0.375, -1.945)
H (-0.278, 1.852, 0.731)
N (0.423, 0.295, -0.296)
O (0.266, -0.645, -1.450)
O (-1.291, 1.629, -1.286)

HOMO-LUMO gap: 0.3763 Ha
E_HOMO: -9.98 eV
net charge: 0
lowest unoccupied orbital energy: 0.255 eV

The data favor #i; the next most stable structure lies 417.5 kJ/mol above it.

#i
C2H5NO2 in the gas phase, computed with ωB97M-V/def2-TZVPD.

CARTESIAN COORDINATES (ANGSTROEM)
N (2.028, -0.022, 0.194)
C (0.770, 0.413, 0.169)
O (-0.009, -0.600, -0.202)
C (-1.428, -0.310, -0.231)
O (-1.734, 1.027, -0.138)
H (2.282, -0.987, 0.001)
H (2.769, 0.626, 0.407)
H (-1.785, -0.679, -1.197)
H (-1.864, -0.897, 0.591)
H (-1.028, 1.428, 0.407)

HOMO-LUMO gap: 0.3740 Ha
E_HOMO: -9.15 eV
net charge: 0
lowest unoccupied orbital energy: 1.031 eV

#ii
C2H5NO2 in the gas phase, computed with ωB97M-V/def2-TZVPD.

CARTESIAN COORDINATES (ANGSTROEM)
O (-1.377, 0.507, 0.732)
C (-0.208, -0.150, 0.587)
C (0.781, 0.491, -0.442)
O (0.460, -0.661, -1.386)
N (-0.425, -1.222, -0.406)
H (-2.007, 0.339, -0.022)
H (0.151, -0.538, 1.465)
H (0.354, 1.354, -0.963)
H (1.825, 0.603, 0.025)
H (-0.024, -2.139, -0.355)

HOMO-LUMO gap: 0.3633 Ha
E_HOMO: -8.90 eV
net charge: 0
lowest unoccupied orbital energy: 0.983 eV

#iii
2 unconnected molecules or ions with the total composition C2H5NO2, computed with ωB97M-V/def2-TZVPD.

CARTESIAN COORDINATES (ANGSTROEM)
C (-0.677, 0.534, -0.036)
C (-1.789, -0.391, -0.048)
N (2.329, 0.273, 0.099)
O (-0.599, 1.624, -0.366)
O (1.326, -0.574, 0.498)
H (-1.695, -1.221, 0.531)
H (-2.714, 0.107, 0.361)
H (-1.890, -0.549, -1.136)
H (2.959, 0.241, 0.859)
H (2.751, -0.044, -0.761)

HOMO-LUMO gap (spin up / spin down): 0.3324 / 0.2731 Ha
E_HOMO (spin up / spin down): -8.63 / -7.21 eV
net charge: 0
lowest unoccupied orbital energy (spin up / spin down): 0.411 / 0.219 eV

#iv
C2H5NO2 in the gas phase, computed with ωB97M-V/def2-TZVPD.

CARTESIAN COORDINATES (ANGSTROEM)
C (-1.001, -1.548, 0.191)
N (-0.205, -0.307, -0.029)
O (0.890, -0.456, -0.874)
C (-0.192, 0.809, 0.571)
O (0.603, 1.742, 0.212)
H (-0.509, -2.113, 1.030)
H (-0.940, -1.926, -0.907)
H (-2.066, -1.146, 0.411)
H (1.230, 0.508, -0.833)
H (-1.066, 0.961, 1.226)

HOMO-LUMO gap: 0.3727 Ha
E_HOMO: -9.40 eV
net charge: 0
lowest unoccupied orbital energy: 0.739 eV

The data favor #i; the next most stable structure lies 63.2 kJ/mol above it.

#i
C2H5NO2 in the gas phase, computed with ωB97M-V/def2-TZVPD.

CARTESIAN COORDINATES (ANGSTROEM)
C (1.614, 0.020, 0.009)
O (0.328, -0.615, 0.008)
C (-0.687, 0.262, -0.002)
N (-1.877, -0.396, 0.010)
O (-0.537, 1.468, 0.001)
H (2.342, -0.801, -0.173)
H (1.789, 0.520, 0.962)
H (1.668, 0.771, -0.800)
H (-1.927, -1.393, -0.038)
H (-2.713, 0.164, 0.024)

HOMO-LUMO gap: 0.4158 Ha
E_HOMO: -10.42 eV
net charge: 0
lowest unoccupied orbital energy: 0.896 eV

#ii
2 unconnected molecules or ions with the total composition C2H5NO2, computed with ωB97M-V/def2-TZVPD.

CARTESIAN COORDINATES (ANGSTROEM)
O (0.665, 1.819, 1.159)
C (0.372, 2.384, 0.207)
O (0.079, 2.951, -0.740)
C (-0.133, -1.042, -0.661)
N (-0.074, -1.290, 0.767)
H (-0.550, -0.060, -0.939)
H (-0.746, -1.818, -1.125)
H (0.877, -1.114, -1.070)
H (0.510, -0.600, 1.226)
H (-1.000, -1.230, 1.175)

HOMO-LUMO gap: 0.3582 Ha
E_HOMO: -9.26 eV
net charge: 0
lowest unoccupied orbital energy: 0.490 eV

The data favor #i; the next most stable structure lies 6.6 kJ/mol above it.

#i
2 unconnected molecules or ions with the total composition C2H9N3O2, computed with ωB97M-V/def2-TZVPD.

CARTESIAN COORDINATES (ANGSTROEM)
N (-1.406, -1.091, 0.596)
C (-1.521, 0.232, 0.273)
O (-1.763, 0.647, -0.862)
O (-1.738, 0.988, 1.386)
H (-1.643, -1.768, -0.110)
H (-1.308, -1.334, 1.566)
H (-1.996, 1.872, 1.091)
N (0.721, 0.936, 0.094)
C (1.688, -0.145, -0.114)
N (1.370, -0.996, -1.230)
H (0.356, 1.383, -0.797)
H (1.006, 1.574, 0.827)
H (2.711, 0.242, -0.260)
H (1.674, -0.762, 0.792)
H (1.441, -0.477, -2.100)
H (0.408, -1.301, -1.151)

HOMO-LUMO gap: 0.3605 Ha
E_HOMO: -9.05 eV
net charge: 0
lowest unoccupied orbital energy: 0.759 eV

#ii
3 unconnected molecules or ions with the total composition C2H9N3O2, computed with ωB97M-V/def2-TZVPD.

CARTESIAN COORDINATES (ANGSTROEM)
C (-1.839, 0.815, -0.138)
N (-0.865, -0.172, 0.259)
N (-1.256, -1.044, 1.262)
N (0.780, 0.817, 0.847)
O (0.868, 0.615, 1.981)
H (-0.497, -1.683, 1.478)
H (-1.483, -0.559, 2.133)
H (-2.099, 1.462, 0.709)
H (-1.411, 1.434, -0.925)
H (-2.748, 0.333, -0.508)
C (2.129, -0.272, -1.383)
O (1.428, -0.691, -0.247)
H (0.022, -0.551, -0.344)
H (3.195, -0.147, -1.156)
H (2.034, -1.031, -2.173)
H (1.743, 0.674, -1.793)

HOMO-LUMO gap (spin up / spin down): 0.3363 / 0.3364 Ha
E_HOMO (spin up / spin down): -8.35 / -8.35 eV
net charge: 0
lowest unoccupied orbital energy (spin up / spin down): 0.801 / 0.802 eV

The data favor #i; the next most stable structure lies 549.2 kJ/mol above it.

#i
2 unconnected molecules or ions with the total composition C4H11NO2, computed with ωB97M-V/def2-TZVPD.

CARTESIAN COORDINATES (ANGSTROEM)
C (1.258, -0.718, -0.712)
O (1.388, -0.926, -2.182)
C (-0.169, -0.590, -0.257)
C (-0.239, -0.287, 1.167)
C (-1.562, 0.140, 1.620)
O (0.825, 2.133, 0.175)
N (-0.786, 0.454, -1.169)
H (1.750, 0.255, -0.545)
H (1.880, -1.505, -0.168)
H (-0.691, -1.512, -0.621)
H (0.280, -1.068, 1.695)
H (-1.912, -0.129, 2.629)
H (-2.351, -0.301, 0.967)
H (-1.799, 1.205, 1.478)
H (0.422, 1.705, 0.958)
H (-0.314, 1.331, -0.704)
H (-0.223, 0.317, -2.020)
H (2.244, -0.504, -2.309)

HOMO-LUMO gap: 0.2251 Ha
E_HOMO: -8.86 eV
net charge: 0
lowest unoccupied orbital energy: -2.738 eV

#ii
3 unconnected molecules or ions with the total composition C4H11NO2, computed with ωB97M-V/def2-TZVPD.

CARTESIAN COORDINATES (ANGSTROEM)
C (1.784, 1.522, -1.191)
C (0.796, 0.748, -0.806)
C (0.964, -0.036, 0.495)
C (0.572, 0.368, 1.712)
N (1.517, -1.316, 0.250)
H (1.658, 2.481, -1.720)
H (2.821, 1.537, -0.790)
H (-0.196, 0.680, -1.187)
H (0.092, 1.414, 1.756)
H (0.573, -0.341, 2.695)
H (1.597, -1.916, 1.070)
H (2.259, -1.464, -0.461)
O (-1.681, -2.029, 0.092)
H (-2.079, -2.522, 0.838)
H (-1.127, -1.466, 0.534)
O (-2.699, 1.132, -0.754)
H (-3.232, 0.412, -0.214)
H (-2.629, 1.963, -0.236)

HOMO-LUMO gap: 0.3348 Ha
E_HOMO: -8.41 eV
net charge: 0
lowest unoccupied orbital energy: 0.702 eV

#iii
C4H11NO2 in the gas phase, computed with ωB97M-V/def2-TZVPD.

CARTESIAN COORDINATES (ANGSTROEM)
O (2.737, 0.025, 0.465)
C (1.964, -0.749, -0.507)
C (0.978, 0.092, -1.242)
C (-0.064, 0.729, -0.329)
N (-1.061, -0.250, 0.180)
C (-2.101, 0.456, 0.913)
O (-3.269, -0.345, 1.046)
H (2.447, -0.324, 1.335)
H (2.743, -1.165, -1.154)
H (1.538, -1.646, -0.057)
H (0.587, -0.559, -2.037)
H (1.511, 0.929, -1.714)
H (-0.627, 1.541, -0.786)
H (0.490, 1.209, 0.488)
H (-0.627, -0.962, 0.752)
H (-2.414, 1.355, 0.369)
H (-1.704, 0.668, 1.927)
H (-3.127, -1.006, 0.352)

HOMO-LUMO gap: 0.3691 Ha
E_HOMO: -9.36 eV
net charge: 0
lowest unoccupied orbital energy: 0.685 eV

The data favor #iii; the next most stable structure lies 146.6 kJ/mol above it.